# 1
17
Properties=species:S:1:pos:R:3:forces:R:3:lowdin_spin:R:1 method="wB97M-V/def2-TZVPD" s_squared=0.764 e_above_lowest_ev=1.897 charge=+2 multiplicity=2 total_energy_ha=-304.88383 molar_mass_g_mol=91.13 homo_ev="-19.62 / -19.61" orbital_gap_ev="9.7 / 5.6"
C -1.067 -2.671 -0.023 0.72 -1.67 -0.47 0.11
C -0.995 -1.591 1.095 0.92 1.31 -1.79 0.11
N 0.858 1.554 0.350 -0.40 -2.40 0.21 0.17
C -0.008 0.611 0.181 -0.69 1.78 -1.50 0.02
N 0.060 -0.670 0.622 0.85 -1.41 0.95 0.52
H -0.061 -3.033 -0.270 -0.13 -0.09 0.18 0.00
H -1.498 -2.356 -0.963 -0.35 0.57 0.07 0.00
H -1.624 -3.547 0.357 0.11 0.54 0.15 0.02
H -0.480 -2.031 1.958 -0.85 -0.13 0.39 0.03
H -1.938 -1.055 1.096 -0.07 -0.02 1.00 0.00
H 1.715 1.292 0.842 0.13 0.78 0.23 0.00
H 0.748 2.463 -0.158 0.44 0.47 -0.50 0.00
H -0.838 0.793 -0.499 -0.47 0.38 0.37 0.01
H 0.991 -1.111 0.589 -0.06 0.10 0.30 0.00
H 0.937 4.414 -1.680 -0.47 -0.57 0.13 0.00
H 2.072 3.484 -1.874 -0.32 -0.45 0.01 0.00
O 1.128 3.454 -1.625 0.64 0.82 0.28 0.01

---

# 2
18
Properties=species:S:1:pos:R:3:forces:R:3:lowdin_charge:R:1 method="wB97M-V/def2-TZVPD" e_above_lowest_ev=3.817 charge=+1 total_energy_ha=-380.57360 molar_mass_g_mol=107.13 homo_ev=-15.24 orbital_gap_ev=11.2
C -0.311 -2.477 -0.850 -0.44 2.24 -0.01 -0.02
C -0.382 1.435 -0.218 -1.29 -1.25 -1.73 -0.36
C 0.935 0.736 0.199 2.35 2.20 -1.63 -0.24
N 2.201 0.880 -0.028 -4.29 -2.49 2.82 0.26
N 0.602 0.006 1.391 1.94 0.33 2.27 0.24
O -0.820 1.988 0.932 -0.66 1.30 2.18 0.03
O -1.383 0.472 -0.624 2.10 -0.08 2.87 0.03
H 0.637 -2.836 -1.263 -0.15 -0.41 0.97 0.04
H -0.418 -2.093 0.234 0.47 -1.51 -1.66 0.03
H -0.486 -1.564 -1.435 0.20 0.05 0.13 0.00
H -0.225 2.193 -0.928 0.42 0.68 -1.45 0.15
H -1.176 -3.035 -1.164 -0.06 -0.84 0.44 0.03
H 2.579 1.344 -0.790 0.18 1.47 -1.94 0.06
H -0.028 -0.770 1.220 0.58 -1.06 -0.11 0.13
H 1.541 -0.054 1.883 -1.19 -1.38 -0.55 0.22
H 0.052 0.576 2.028 -0.38 0.79 -0.06 0.16
H -1.520 2.677 0.862 0.71 -0.78 -0.37 0.17
H -1.800 0.525 -1.448 -0.49 0.73 -2.16 0.08